Here is 2 unconnected molecules or ions with the total composition C9H27N4O3Si from the OMol25 dataset. Energies are from ωB97M-V/def2-TZVPD.

Values from the calculation:
- E_LUMO (eV) = -2.62
- total charge = +1
- HOMO energy (eV) = -11.265

Each line ends with the Mulliken charge.
Cartesian coordinates (Å):
C (4.861390, 0.904026, 0.497203)  -1.2293
C (4.551303, 1.682042, -0.787485)  -0.4474
C (3.684917, 2.938010, -0.578744)  -0.4048
N (2.394064, 2.888838, -1.287346)  -0.2289
Si (0.935971, 2.834747, -0.391047)  0.1070
C (0.776651, 1.338246, 0.738830)  -0.3367
N (1.011071, 0.125298, -0.071959)  -0.5524
O (0.784575, 4.181443, 0.590553)  -0.2226
N (1.421278, 4.269862, 1.881866)  0.2972
O (0.639378, 4.333615, 2.733443)  -0.2926
H (5.789784, 1.237409, 0.959806)  0.3667
H (4.968656, -0.164598, 0.305507)  0.3230
H (4.067322, 1.034585, 1.236928)  0.2748
H (5.482593, 1.964073, -1.279723)  0.3694
H (4.042048, 1.021416, -1.496559)  0.3250
H (4.224853, 3.836572, -0.883052)  0.2739
H (3.487280, 3.063906, 0.492070)  0.2653
H (2.419194, 2.224531, -2.052460)  0.2894
H (-0.202848, 2.874075, -1.323056)  -0.1663
H (-0.262745, 1.323924, 1.077714)  0.2093
H (1.405579, 1.381068, 1.638183)  0.4471
H (0.775854, -0.704062, 0.463661)  0.2338
H (1.999388, 0.033245, -0.288067)  0.1332
C (-3.130679, -1.035567, -1.237731)  -0.8737
N (-2.975158, -2.389579, -0.602696)  -0.0829
C (-2.580554, -3.357443, -1.673351)  -0.8738
C (-4.276408, -2.818049, -0.013558)  -0.8818
C (-1.875321, -2.406252, 0.437570)  -0.5852
C (-2.124312, -1.629346, 1.715988)  -0.5751
O (-2.329289, -0.278272, 1.379774)  -0.4527
H (-3.752847, -1.153816, -2.121524)  0.3702
H (-3.583940, -0.356446, -0.527076)  0.3805
H (-2.145695, -0.663489, -1.511809)  0.3973
H (-3.358114, -3.374591, -2.432692)  0.3987
H (-2.464697, -4.346547, -1.237089)  0.3971
H (-1.641348, -3.029127, -2.112481)  0.3848
H (-4.594900, -2.083456, 0.720138)  0.3651
H (-4.153828, -3.793591, 0.452178)  0.3611
H (-5.013313, -2.878198, -0.810925)  0.3930
H (-0.990357, -2.023209, -0.070919)  0.3727
H (-1.710497, -3.453173, 0.694050)  0.3018
H (-1.219517, -1.779256, 2.315654)  0.4044
H (-2.960709, -2.042306, 2.288015)  0.4750
H (-2.376074, 0.269440, 2.172218)  0.2892

Cartesian forces (eV/Å) of the 3 atoms listed first:
C 0.0 0.0 0.0
C 0.0 0.0 0.0
C 0.0 0.1 0.1